Density functional theory data (ωB97M-V with the def2-TZVPD basis set) for a structure of composition C35H37BF4IrP2.

Each line ends with the Mulliken charge.
Geometry (Å):
Ir 1.036 1.876 0.025  2.4731
P 0.697 0.400 -1.625  -0.0810
P -0.600 1.311 1.258  -1.3860
F 1.576 4.575 -1.617  -0.2900
F 2.595 2.452 -1.052  -0.5473
F 3.687 4.097 -2.422  -0.2542
F 3.385 4.516 -0.155  -0.2602
C 1.036 2.028 -3.871  -0.5380
C 0.011 1.615 -6.025  -0.5949
C -2.085 -3.553 -1.445  -1.1200
C 0.819 2.397 -5.196  -0.7093
C 0.182 -3.720 -0.371  -0.0158
C -0.731 -4.358 1.937  -1.0495
C -0.391 0.089 -4.182  -0.2533
C -2.599 2.565 2.925  -0.2962
C 4.014 -1.508 -0.146  -0.6918
C -0.845 -0.259 -1.016  -0.8070
C 1.864 0.915 4.576  -0.8438
C -2.913 -3.691 -0.130  -1.0404
C -0.591 0.461 -5.514  -0.6404
C 3.966 -1.982 -2.513  -0.7255
C -2.519 3.188 0.585  -0.6328
C 0.183 -0.826 4.676  -0.7576
C 0.447 0.861 -3.361  0.5252
C -3.654 3.467 3.120  -0.6208
C 2.786 -1.245 -2.646  -0.3702
C -1.568 -3.115 1.927  -0.1760
C 2.193 -0.669 -1.514  0.9876
C 1.327 1.358 3.359  -0.1422
C 1.297 -0.182 5.232  -0.6338
C 0.178 0.755 2.833  0.5215
C -3.578 4.086 0.781  -0.7642
C -0.412 -0.314 3.517  -0.7903
C -0.620 -3.234 -1.324  -0.1733
C 2.814 -0.802 -0.264  0.2045
C 0.786 3.608 1.198  -1.8551
C -0.229 -4.826 0.559  -1.0976
C -4.155 4.215 2.048  -0.5604
C -1.290 0.000 0.243  -0.5704
C -2.031 2.413 1.648  0.8680
C -2.536 -2.841 1.046  0.1916
C 4.583 -2.115 -1.263  -0.6679
B 2.854 4.143 -1.353  0.4046
H -2.057 3.101 -0.402  0.3760
H -1.013 -5.437 0.094  0.3311
H -2.202 -4.500 -1.999  0.4127
H -4.090 3.583 4.115  0.4237
H -3.230 -2.015 1.240  0.7844
H 0.186 3.535 2.118  0.6883
H -1.403 -0.835 -1.742  0.8399
H -0.886 -0.794 -3.779  0.2146
H 1.217 -3.385 -0.268  0.4602
H -0.236 -1.712 5.154  0.4725
H -1.225 -0.155 -6.146  0.4452
H -3.952 -3.419 -0.392  0.4507
H -3.950 4.679 -0.056  0.4269
H 4.506 -1.583 0.820  0.4721
H 1.795 2.183 2.825  0.2109
H -2.214 1.982 3.761  0.4184
H 2.314 -1.110 -3.619  0.4710
H 0.315 4.330 0.521  0.5679
H 1.286 3.301 -5.582  0.4714
H 1.715 -0.524 6.180  0.4245
H -2.163 -0.495 0.653  1.0163
H 2.721 1.435 5.010  0.4727
H 1.796 3.940 1.467  0.6844
H -0.204 -2.665 -2.162  0.6472
H -4.994 4.898 2.200  0.3984
H 5.509 -2.686 -1.171  0.4267
H 2.381 -0.293 0.610  -0.2188
H 1.654 2.645 -3.226  0.4104
H -2.936 -4.755 0.148  0.4369
H -1.303 -5.184 2.399  0.3866
H -1.348 -0.717 3.137  1.1497
H -2.565 -2.784 -2.068  0.3316
H 0.641 -5.479 0.724  0.5053
H -0.149 1.902 -7.065  0.4062
H 0.139 -4.188 2.589  0.3775
H 4.408 -2.440 -3.395  0.4621
H -1.432 -2.509 2.819  0.5256

Output
M   798.650 g mol⁻¹
Orbital gap (alpha / beta)   5.4 / 4.0 eV
Energy   -2566.547712 hartree
Strongest force on any atom   0.0930 Eh/bohr
Relative energy (zero: lowest compared OMol25 entry of this formula, charge and spin)   4.6 kcal per mole
2S+1   6
HOMO (alpha / beta)   -0.417 / -0.526 hartree
Net charge   +2

---

Density functional theory data (ωB97M-V with the def2-TZVPD basis set) for the ion C6H12N3S with charge +1.

Each line ends with the Mulliken charge.
Geometry (Å):
S -0.033 1.544 0.631  -0.0084
N -0.412 -1.109 0.478  0.1765
N 1.697 -0.474 1.460  -0.2580
N -1.471 -3.005 0.088  -0.5706
C -2.049 -2.404 1.134  -0.4781
C -0.339 2.196 -2.168  -1.0554
C -0.558 -2.199 -0.363  0.0693
C -1.426 -1.188 1.413  -0.1862
C 0.607 -0.176 0.354  -0.6876
C 0.621 2.405 -0.900  -0.7484
H -0.183 1.318 -2.794  0.3300
H 1.601 -1.380 1.985  0.3792
H 1.656 2.119 -0.943  0.4317
H 1.604 0.219 2.186  0.3935
H 2.686 -0.518 1.087  0.3652
H -1.352 1.995 -1.932  0.3657
H 0.158 -2.156 -1.199  0.3167
H 0.749 3.333 -0.553  0.5194
H -0.169 3.028 -2.758  0.3536
H -1.510 -0.318 2.036  0.4078
H 0.985 -0.206 -0.711  0.4527
H -2.864 -3.024 1.470  0.4313

Output
M   158.250 g mol⁻¹
Orbital gap   8.9 eV
Energy   -797.958050 hartree
SMILES string   CCS[C@@H]([NH3+])n1ccnc1
Strongest force on any atom   0.0965 Eh/bohr
Relative energy (zero: lowest compared OMol25 entry of this formula, charge and spin)   45.2 kcal per mole
HOMO   -0.465 hartree
Net charge   +1

---

Question: strongest force on any atom of number 1 (C35H37BF4IrP2)?
Answer: 0.0930 Eh/bohr

---

Question: The highest energy belongs to which entry?
Answer: C6H12N3S